No. 1
104
Properties=species:S:1:pos:R:3 method="wB97M-V/def2-TZVPD" homo_lumo_gap_ev=7.564 total_charge=+1 max_force_ev_per_a=0.64 lumo_ha=-0.081 e_above_lowest_kcal_mol=0.0 multiplicity=1
Zr 1.255 -0.210 -0.126
S 1.634 2.521 0.411
S 2.620 0.088 2.289
P -1.760 1.094 -1.620
P 2.370 2.036 2.204
P -1.529 -1.895 -1.853
F 1.141 -2.925 6.609
O -0.341 1.077 -1.107
O -0.442 0.272 1.457
O 1.312 2.533 3.282
O -0.104 -1.557 -1.479
O 3.652 2.851 2.646
C 1.668 3.624 5.388
C 3.617 -1.116 -0.415
C -2.956 -5.735 0.148
C 2.142 -3.021 4.478
C 2.033 -2.849 3.110
C -1.756 -2.103 -3.618
C 5.295 3.548 1.021
C -0.864 -1.511 -4.510
C -0.611 2.265 -5.299
C 2.822 0.354 -1.969
C -2.811 4.238 0.679
C 3.597 0.234 -0.791
C 1.039 -2.770 5.272
C -4.195 4.252 0.583
C -4.856 3.297 -0.179
C 0.842 -2.427 2.507
C -2.608 -0.518 -1.325
C -2.932 1.245 -4.154
C -1.796 1.447 -3.374
C -1.742 2.056 -6.076
C -4.131 2.323 -0.847
C -2.163 -2.337 -6.352
C -1.687 -5.648 -0.415
C -3.813 -4.646 0.113
C -3.405 -3.461 -0.484
C -2.137 -3.373 -1.049
C -2.740 2.307 -0.751
C -2.078 3.267 0.011
C 4.989 2.574 2.139
C 0.458 1.397 5.213
C 2.376 -0.927 -2.311
C 5.933 2.685 3.314
C -2.902 1.548 -5.504
C 0.745 -2.213 1.036
C -1.276 -4.471 -1.014
C -2.848 -2.823 -4.101
C -3.055 -2.930 -5.468
C 1.574 2.281 4.703
C -0.253 -2.218 3.351
C 2.824 -1.834 -1.326
C -0.634 1.961 -3.945
C -0.164 -2.381 4.731
C -1.067 -1.633 -5.874
H 3.067 -3.346 4.936
H -0.410 1.224 1.647
H -0.997 3.256 0.084
H 6.955 2.490 2.989
H 4.122 -1.513 0.450
H -0.200 -0.182 2.284
H 2.612 -2.888 -1.282
H -4.081 -2.615 -0.498
H 0.242 2.116 -3.327
H 1.751 -1.181 -3.145
H 5.889 3.689 3.738
H 6.289 3.351 0.617
H -0.506 1.886 5.062
H -1.723 2.293 -7.131
H 0.584 1.200 6.279
H 2.902 -3.043 2.490
H -3.587 -0.551 -1.805
H 2.525 1.748 4.785
H -1.216 -1.966 2.917
H 5.271 4.572 1.398
H -1.018 -2.224 5.376
H -0.305 -2.319 0.757
H -5.935 3.309 -0.253
H 2.471 4.221 4.956
H 4.566 3.458 0.216
H -2.318 -2.434 -7.419
H -0.283 -4.395 -1.438
H -3.273 -6.656 0.619
H -2.746 -0.586 -0.241
H -4.658 1.583 -1.439
H 0.728 4.166 5.281
H -0.019 -0.947 -4.139
H 1.272 -3.021 0.526
H -4.764 5.011 1.103
H 0.290 2.669 -5.742
H 1.869 3.486 6.451
H 5.670 1.964 4.088
H 4.995 1.546 1.764
H -3.529 -3.312 -3.414
H 2.634 1.280 -2.492
H -3.844 0.845 -3.725
H 0.470 0.443 4.686
H -3.781 1.386 -6.114
H 4.111 1.039 -0.298
H -0.368 -1.178 -6.563
H -3.901 -3.491 -5.840
H -4.798 -4.711 0.554
H -2.294 4.981 1.271
H -1.018 -6.497 -0.379

=====

No. 2
8
Properties=species:S:1:pos:R:3 method="wB97M-V/def2-TZVPD" homo_lumo_gap_ev=9.485 max_force_ev_per_a=5.66 lumo_ha=-0.006 e_above_lowest_kcal_mol=30.3 multiplicity=1
I 2.363 1.202 0.197
Br 0.909 -1.131 -1.771
Br -0.177 -1.909 1.074
Br -2.359 -0.091 -0.141
C 0.574 0.313 -0.684
C -0.654 -0.155 0.725
H -0.059 1.266 -1.081
H -0.596 0.506 1.680

=====

No. 3
27
Properties=species:S:1:pos:R:3 method="wB97M-V/def2-TZVPD" homo_lumo_gap_ev=11.428 smiles=O.O.O.O.O.O.O.O.O max_force_ev_per_a=0.28 lumo_ha=-0.001 e_above_lowest_kcal_mol=73.9 multiplicity=1
O -4.356 -3.819 1.081
O 0.847 -5.477 1.036
O -0.692 0.577 -0.533
O 5.835 5.005 0.709
O -5.870 1.585 -1.327
O -1.725 -0.067 4.488
O 4.715 0.661 -1.073
O 3.035 -2.828 -4.428
O -2.434 5.488 0.072
H -3.602 -4.293 0.730
H -5.165 1.303 -1.909
H 5.339 -0.048 -0.920
H 5.044 1.106 -1.854
H 1.799 -5.581 1.039
H -2.181 4.737 -0.465
H -5.656 1.188 -0.482
H -2.678 0.023 4.456
H -1.403 0.557 3.838
H 5.168 4.413 0.362
H -0.689 -0.372 -0.659
H 0.609 -5.411 1.961
H 0.174 0.861 -0.826
H -4.635 -4.338 1.836
H -3.235 5.816 -0.337
H 6.443 4.433 1.179
H 2.108 -2.593 -4.481
H 3.205 -2.924 -3.491